Entry 1:
26
Properties=species:S:1:pos:R:3:forces:R:3:lowdin_charge:R:1 method="wB97M-V/def2-TZVPD" charge=0 homo_lumo_gap_ev="7.830 / 7.830" lumo_energy_ev="-0.31 / -0.31"
C -0.1188 2.9518 -0.1461 -1.4 2.0 -0.7 -0.152
C -1.4643 2.6767 -0.1379 0.3 -1.1 -1.9 -0.100
C 0.7477 -1.5273 0.5893 1.7 -1.2 2.1 -0.089
C -3.5424 -1.5227 -0.4524 0.7 -2.4 -0.1 -0.109
C 1.3347 -0.1428 0.8181 0.0 -0.1 -0.6 -0.436
C -2.6669 0.5691 -0.3586 0.7 1.4 0.4 -0.231
N 0.8227 2.0745 0.2420 1.4 -2.6 1.4 0.024
N 0.4576 0.8610 0.3255 -1.4 1.7 -1.1 -0.007
N -1.8782 1.4047 0.1788 -1.5 0.1 0.0 0.075
N 3.7630 -1.3844 0.4626 -1.7 0.5 -1.4 -0.073
O 2.6756 -0.3755 -1.6447 -0.6 0.7 2.3 -0.315
O 3.4987 1.1454 0.1935 0.7 1.6 0.0 -0.306
O -3.0747 -0.4818 0.3806 -0.9 0.6 0.3 -0.113
S 2.8202 -0.0131 -0.2286 2.5 -3.7 -0.4 0.669
H 0.3154 3.9549 -0.4039 -0.9 -1.1 0.3 0.114
H -2.2163 3.3281 -0.6402 0.7 0.0 1.0 0.125
H 1.6737 -2.2108 0.7981 -2.1 0.7 -0.3 0.092
H 0.4732 -1.6325 -0.4272 -0.4 -0.1 -1.0 0.052
H -0.1141 -1.7841 1.2615 0.9 0.4 -0.6 0.095
H -3.6916 -2.4756 0.1728 0.1 1.7 -0.7 0.113
H -2.6067 -1.6924 -1.0357 -1.3 -0.7 -0.6 0.092
H -4.4895 -1.3577 -1.0644 1.3 0.3 0.8 0.108
H 1.6018 0.0600 1.8605 0.5 -0.1 -0.2 0.143
H -3.0640 0.5758 -1.4005 0.4 0.2 0.6 0.154
H 4.5658 -1.0895 0.9485 0.8 1.2 1.1 0.026
H 4.1775 -1.9120 -0.2918 -0.5 -0.2 -0.6 0.047

***

Entry 2:
20
Properties=species:S:1:pos:R:3:forces:R:3:lowdin_charge:R:1 method="wB97M-V/def2-TZVPD" charge=-1 smiles="C=CC[C@@H](C)NC[O-]" homo_lumo_gap_ev=5.954 lumo_energy_ev=3.48
C -1.3064 -0.4936 -0.7752 -2.2 1.7 3.3 -0.078
C -0.1153 0.1767 0.0170 0.6 -0.9 -1.1 -0.484
C 1.2101 -0.2236 -0.8051 -3.0 0.1 -0.7 -0.183
C 1.1597 0.4154 -2.2098 2.4 0.4 1.0 -0.166
C 2.3343 0.4129 -2.9252 -2.6 0.6 -0.1 -0.039
N -0.0685 -0.3790 1.3040 -0.5 -0.8 2.1 -0.101
C -1.0356 0.4428 2.2417 -0.2 0.3 0.9 -0.573
O -1.8219 -0.2898 3.0099 0.9 0.0 -0.2 -0.341
H -1.8377 -1.1057 0.1098 0.8 1.1 -2.5 0.116
H -0.8180 -1.1076 -1.4773 -0.4 -0.9 -1.3 0.019
H -2.0811 0.2864 -1.1272 1.2 -1.5 -0.1 0.082
H -0.2809 1.2512 0.2652 0.5 -0.3 -1.2 0.119
H 1.0363 -1.3022 -0.9763 0.4 0.2 0.4 0.099
H 2.1003 -0.1030 -0.2237 0.6 0.4 0.1 0.087
H 0.1869 0.9695 -2.3396 1.4 -0.5 -0.8 0.108
H 3.1790 -0.1801 -2.5721 -0.2 0.3 0.0 0.044
H 2.4373 0.9549 -3.8818 0.0 -0.4 0.5 0.033
H -0.4089 -1.3688 1.3582 0.3 1.3 -0.1 0.092
H -0.2044 1.1089 2.7476 -1.2 -0.4 -0.2 0.081
H -1.7342 1.1845 1.6500 1.3 -0.7 -0.2 0.085

***

Entry 3:
20
Properties=species:S:1:pos:R:3:forces:R:3:lowdin_charge:R:1 method="wB97M-V/def2-TZVPD" charge=-1 smiles="C=CCCCNC[O-]" homo_lumo_gap_ev=5.930 lumo_energy_ev=3.57
C 0.4490 0.8003 -0.7206 0.7 0.4 0.8 -0.270
N 1.3961 1.1665 0.3731 -0.2 -1.1 0.8 -0.082
C 2.7529 0.4905 0.1972 0.1 0.8 -2.0 -0.550
O 3.3443 0.8971 -0.9475 -0.1 -0.3 0.3 -0.372
C 0.1562 -0.7103 -0.8169 0.1 0.0 -0.5 -0.209
C -1.2883 -1.0893 -0.4098 1.5 2.7 0.3 -0.204
C -1.6567 -0.3182 0.8922 -1.5 -1.5 -1.8 -0.169
C -2.9341 -0.4466 1.2318 -0.6 1.4 2.3 -0.056
H 0.8943 1.2342 -1.6277 -0.5 -0.5 -0.2 0.095
H -0.4808 1.3066 -0.4427 -0.1 0.2 -0.5 0.083
H 1.5982 2.1407 0.1934 0.2 0.2 0.1 0.066
H 3.3998 0.6857 1.0625 -0.3 0.3 0.7 0.062
H 2.5485 -0.5966 0.2209 -0.1 -0.2 0.2 0.055
H 0.3744 -0.9940 -1.8582 -0.1 -0.3 0.4 0.105
H 0.8438 -1.2431 -0.1692 0.2 -0.1 0.0 0.079
H -1.9123 -0.6605 -1.2037 -0.3 -0.5 0.2 0.104
H -1.4340 -2.1438 -0.2682 -0.1 -0.5 -0.1 0.091
H -0.9711 0.3506 1.3992 0.2 -0.4 0.1 0.089
H -3.7768 -0.9306 0.7526 0.6 -0.5 -0.6 0.044
H -3.3034 0.0607 2.1416 0.3 -0.1 -0.3 0.039

***

Entry 4:
20
Properties=species:S:1:pos:R:3:forces:R:3:lowdin_charge:R:1 method="wB97M-V/def2-TZVPD" multiplicity=2 charge=0 homo_lumo_gap_ev="9.670 / 8.362" lumo_energy_ev="0.85 / -0.98"
C -2.5480 0.2041 -0.3898 -1.2 -2.7 0.9 -0.337
O -3.5820 -0.1698 0.1760 1.4 0.6 -1.5 -0.031
C -1.1318 0.0104 0.2071 -2.9 0.0 -2.5 -0.102
C -0.0685 0.3399 -0.8544 -0.1 0.6 2.1 -0.151
C 1.3047 0.3376 -0.2042 1.4 0.7 0.8 -0.397
C 2.2415 1.3374 -0.5849 -1.0 -1.9 0.4 0.122
C 2.8951 -0.8531 1.2281 -1.0 -1.2 -0.4 -0.125
N 1.5340 -0.5459 0.7666 0.2 0.5 -0.8 0.028
H -2.5215 0.8893 -1.2379 -0.4 0.3 -0.5 0.120
H -3.4715 -2.0591 -1.6279 0.0 0.0 0.0 0.011
H -1.0137 -0.9173 0.7626 -0.1 0.6 0.4 0.119
H -1.7990 0.8282 0.6387 3.0 0.9 2.1 0.136
H -0.0061 -0.4741 -1.5779 -0.5 0.3 -0.3 0.125
H -0.3315 1.3392 -1.2763 0.5 -0.9 -0.2 0.121
H 3.2775 1.1887 -0.3076 -0.1 0.7 -0.1 0.043
H 1.8081 2.1283 -1.1562 0.6 0.6 -0.4 0.050
H 3.7496 -0.3508 0.7536 -0.3 -0.1 0.1 0.057
H 2.9599 -0.8133 2.3237 -0.1 0.3 -0.3 0.078
H 2.9103 -1.9475 0.9804 0.6 0.8 0.3 0.093
H -3.7391 -2.7312 -1.7852 0.0 -0.1 -0.1 0.038

***

Entry 5:
21
Properties=species:S:1:pos:R:3:forces:R:3:lowdin_charge:R:1 method="wB97M-V/def2-TZVPD" charge=+1 homo_lumo_gap_ev=8.281 lumo_energy_ev=-4.72
O -0.2650 -0.5817 1.8291 0.1 -0.1 0.1 0.050
C 0.8471 -0.9197 2.1593 -0.2 0.0 -0.5 -0.218
C 1.9935 -1.0477 1.1843 -0.1 0.0 0.1 -0.132
C 1.6088 -1.1147 -0.3075 0.0 0.0 0.1 -0.152
C 0.4925 -0.1891 -0.6897 0.1 0.2 -0.1 -0.052
C 0.7159 1.0897 -0.9860 0.2 -0.3 0.0 -0.063
N -0.3239 2.0203 -1.2680 -0.2 -0.1 0.0 0.062
C -1.5814 1.8358 -1.1619 -0.7 0.1 0.2 0.184
H 1.0647 -1.1430 3.2147 0.1 0.0 0.1 0.131
H 2.5807 -1.9205 1.4646 0.1 -0.1 0.0 0.122
H 2.6576 -0.2005 1.3685 0.0 0.2 0.1 0.127
H 1.3319 -2.1371 -0.5569 -0.1 0.0 0.0 0.125
H 2.4910 -0.8655 -0.8968 0.1 -0.1 0.0 0.122
H -0.5021 -0.6096 -0.7432 -0.1 0.1 0.1 0.090
H 1.7030 1.5256 -1.0380 0.0 0.1 0.1 0.135
H -0.0131 2.9450 -1.5493 0.0 0.0 -0.1 0.178
H -2.0257 0.9075 -0.8126 0.4 -0.2 -0.1 0.084
H -2.2767 2.6318 -1.4011 0.3 0.2 -0.1 0.126
H -3.0243 -1.3006 0.2654 0.3 0.2 -0.6 0.078
H -3.2459 -1.6390 -1.2155 0.1 0.1 0.0 0.065
O -2.7569 -1.0383 -0.6383 -0.3 -0.3 0.6 -0.062

***

Entry 6:
22
Properties=species:S:1:pos:R:3:forces:R:3:lowdin_charge:R:1 method="wB97M-V/def2-TZVPD" charge=+1 smiles="CSC1=C([NH+](C)C)OCO1" homo_lumo_gap_ev=8.219 lumo_energy_ev=-3.71
C -0.5368 0.2123 -0.6316 4.9 1.3 1.4 -0.093
C 1.1097 0.1484 -0.1122 -3.1 -0.2 -1.2 -0.481
C 0.3542 2.3192 -0.1361 -1.2 1.0 1.6 -0.106
C -1.7022 -0.8104 1.2858 -2.5 -1.6 1.7 -0.028
C -2.6676 -0.8405 -1.0173 1.7 -3.1 -1.4 0.028
C 3.7814 -0.4105 -0.0549 0.8 -0.8 3.7 -0.326
N -1.4256 -0.9206 -0.1428 1.4 1.6 0.5 -0.188
O -0.7563 1.4785 0.1216 -0.1 -0.2 -1.6 -0.135
O 1.4978 1.3837 0.0366 0.3 -0.8 0.1 -0.031
S 2.1687 -1.2150 -0.0256 -1.1 0.7 0.3 0.990
H 0.5454 2.8688 -1.1136 -0.8 -1.4 0.7 0.162
H 0.2910 3.1600 0.6961 0.6 -2.0 -1.5 0.184
H -2.0083 0.1763 1.5068 -1.1 0.9 0.0 0.084
H -2.4787 -1.6179 1.6352 1.4 1.7 -0.8 0.155
H -0.8470 -0.8672 1.9161 1.2 -0.7 0.0 0.094
H -3.0771 0.1232 -0.9049 -0.6 1.0 0.4 0.087
H -2.2661 -0.9617 -2.0998 -1.0 0.1 1.9 0.140
H -3.3109 -1.6978 -0.6932 0.2 1.0 -0.5 0.117
H 4.6330 -1.1307 0.2591 -1.7 1.1 -0.9 0.105
H 3.7486 0.4386 0.6704 0.2 -0.7 -0.6 0.068
H 3.7792 -0.0704 -1.0148 1.1 1.0 -2.6 -0.002
H -0.8325 -1.7663 -0.1808 -0.7 0.2 -1.1 0.177

***

Result set for energy: -29349.707; -9951.467; -9952.419; -9948.919; -11993.844; -22825.632 eV, one per record in the order listed.
Result set for ΔE to the lowest compared entry with this formula, charge and spin: 45.4; 43.3; 21.4; 67.6; 10.9; 99.9 kcal/mol, one per record in the order listed.